[1]
64
Properties=species:S:1:pos:R:3:forces:R:3 method="wB97M-V/def2-TZVPD" charge=-2 spin_multiplicity=1 total_energy_ha=-2207.97591 fmax_ev_per_a=0.7 de_lowest_ev=0.568
Mo 0.27730 -0.14667 0.38015 0.00 0.09 0.10
O 3.76100 -2.00407 -2.15198 0.03 -0.04 -0.03
C 4.38602 -2.33313 -0.93208 0.06 0.03 -0.03
C 4.74453 -1.10687 -0.10415 -0.08 -0.05 0.00
N 3.63747 -0.60378 0.69284 -0.09 0.05 0.17
C 3.77293 0.82683 0.96820 0.01 0.02 -0.05
C 2.93941 1.70571 0.01850 0.08 -0.20 -0.10
O 3.50835 2.63075 -0.56654 -0.01 0.14 0.09
O 1.70447 1.41400 -0.07368 0.11 -0.01 -0.06
C 3.45992 -1.37625 1.91041 0.08 -0.16 -0.01
C 2.31278 -0.86671 2.78296 0.12 0.23 -0.04
O 2.44321 -0.89005 4.00477 -0.06 -0.09 0.01
O 1.30696 -0.41062 2.14718 -0.05 0.18 0.42
H 2.88364 -1.61640 -1.96313 -0.06 -0.06 0.05
H 5.30681 -2.86615 -1.19282 -0.01 0.02 -0.01
H 3.77031 -3.02160 -0.34139 -0.05 0.01 0.00
H 5.05426 -0.32978 -0.80591 -0.02 0.01 0.02
H 5.61496 -1.33524 0.54502 -0.01 0.00 -0.02
H 4.81763 1.15328 0.90892 0.01 -0.02 0.01
H 3.41798 1.03722 1.97858 0.01 0.04 0.00
H 4.37138 -1.38377 2.53188 -0.02 0.02 0.00
H 3.22268 -2.41611 1.66391 0.04 0.00 -0.08
C -1.63962 -4.37406 -0.61131 0.02 0.00 0.00
C -0.83943 -3.09216 -0.62866 0.19 -0.04 -0.09
S -0.70040 -2.24608 0.92170 -0.07 -0.08 -0.12
C -0.22638 -2.62869 -1.72465 -0.02 0.10 0.11
C -0.25497 -3.29127 -3.07148 -0.03 0.01 -0.01
S 0.66689 -1.08559 -1.67033 0.08 -0.44 -0.58
H -2.00631 -4.56740 0.39676 0.00 0.00 0.00
H -1.03700 -5.23390 -0.92111 -0.01 -0.01 0.00
H -2.50617 -4.32007 -1.27804 0.00 0.00 0.00
H -0.74409 -4.26682 -3.03995 0.00 -0.01 0.00
H 0.75976 -3.42819 -3.45783 0.00 0.01 0.02
H -0.78610 -2.66626 -3.79816 0.00 -0.01 0.00
C -0.22942 2.83395 2.52976 -0.03 0.00 0.02
C -1.66961 2.32898 2.67479 0.03 0.02 -0.01
C -1.72957 0.92969 3.29547 -0.02 0.02 -0.01
C -2.46837 2.46674 1.38918 0.04 -0.04 -0.01
C -3.54251 3.34890 1.39488 -0.02 0.01 -0.02
C -4.32934 3.55718 0.27328 0.01 -0.01 0.01
C -4.02655 2.86119 -0.88570 -0.03 0.01 -0.01
C -2.96745 1.96509 -0.95020 0.07 0.01 0.02
C -2.71596 1.25047 -2.26336 -0.06 -0.01 -0.02
C -1.36025 1.61357 -2.87359 -0.01 0.03 -0.02
C -2.94848 -0.26037 -2.14536 0.07 0.05 -0.02
C -2.16416 1.75348 0.19982 -0.13 -0.02 0.08
N -1.11805 0.87200 0.16534 -0.18 0.23 0.19
H 0.29679 2.74352 3.48374 0.00 -0.01 0.00
H -0.22123 3.88393 2.22584 -0.01 0.00 0.00
H 0.32992 2.27075 1.78458 0.00 0.03 0.01
H -2.16475 3.00183 3.38655 -0.01 0.00 -0.01
H -1.13905 0.20404 2.74182 0.00 -0.02 0.00
H -2.75905 0.56509 3.33061 -0.02 0.02 0.01
H -1.33718 0.96274 4.31553 0.02 -0.01 -0.02
H -3.76342 3.88682 2.31218 0.01 0.00 0.00
H -5.16262 4.24997 0.30186 0.00 0.01 0.00
H -4.62882 3.01222 -1.77700 0.00 0.00 0.00
H -3.47844 1.63288 -2.95594 -0.01 -0.02 0.04
H -0.53460 1.35692 -2.21581 -0.01 -0.01 0.01
H -1.31775 2.68772 -3.07552 0.00 -0.01 0.00
H -1.21567 1.07708 -3.81520 0.01 0.00 -0.01
H -2.26622 -0.71652 -1.43131 0.03 -0.01 0.03
H -2.79413 -0.74415 -3.11450 0.00 0.00 -0.01
H -3.97428 -0.45581 -1.82031 0.00 -0.02 0.01

***

[2]
56
Properties=species:S:1:pos:R:3:forces:R:3 method="wB97M-V/def2-TZVPD" charge=-1 spin_multiplicity=1 total_energy_ha=-1451.74457 fmax_ev_per_a=4.3 de_lowest_ev=4.300
O 0.21236 0.47504 0.81601 -3.01 -0.07 0.15
H 1.12647 2.59664 1.19982 -0.34 -0.05 -0.56
H -0.22179 -0.37152 0.51723 0.92 1.22 1.15
O -0.57901 2.27714 4.70204 0.43 0.17 -2.23
H 1.69996 -1.97240 0.45438 0.85 1.67 0.19
H -1.40318 1.80763 4.53327 -0.19 -0.20 0.31
O -1.92930 -2.58433 -1.24655 0.51 -0.31 -0.38
H 1.07067 -0.49518 -1.05863 1.47 0.42 -0.08
H 3.22757 -0.98372 2.38047 0.09 -1.14 0.11
O -0.56755 1.86339 -3.26300 -1.04 0.20 1.25
H -0.38241 1.02904 -2.71539 -0.81 0.74 -0.07
H -0.10888 1.74605 -4.06557 0.73 -0.01 -1.50
O -2.22981 3.70316 -1.95161 -0.86 -1.87 -0.23
H -2.75260 -0.78480 0.29956 0.69 0.53 -1.19
H -2.23195 2.74243 -2.32049 0.44 2.30 0.77
O -0.07147 -0.12428 -1.87502 0.08 -0.94 0.58
H -1.25550 1.06400 -0.84023 1.62 -1.38 -1.36
H -0.59487 -0.55975 -1.20712 -0.95 -0.38 -0.56
O 3.51909 -1.62207 3.05087 0.52 2.78 1.71
H 0.57935 -1.77421 -4.20087 0.61 0.05 -0.06
H 3.51034 -2.50704 2.78379 0.11 -1.46 -1.73
O -0.31414 -2.04129 -4.00883 -1.05 0.54 0.33
H -1.96430 -2.15535 1.50419 1.58 -0.88 -0.39
O 1.50863 4.06157 -1.91635 -0.10 2.02 -0.52
H -1.83407 2.02021 -0.10946 -0.92 0.59 0.58
H 0.57937 4.35539 -2.00235 0.55 -0.90 0.10
O 2.04369 -0.65840 -0.61751 -0.28 0.88 -0.93
H 0.48657 -2.45403 -0.19091 -0.91 0.06 -0.53
H 2.56148 -0.61661 -1.43101 0.17 0.15 0.04
O 0.89276 -2.45938 3.44771 -0.05 -0.53 -0.14
H 0.54510 -2.65389 2.56443 -0.42 0.21 0.09
H 1.79329 -2.79174 3.38383 -0.12 0.38 0.35
O 1.21323 -2.75381 0.32901 -0.91 -3.11 0.37
H -2.88572 -2.76129 -1.37242 1.29 -0.21 -0.55
H -3.33853 1.86726 2.89247 0.42 1.34 -0.75
O -2.14756 1.26851 -0.62293 -0.87 0.61 0.95
H -3.82848 0.71584 3.56379 2.17 0.06 -0.03
H -0.67339 -1.23946 -3.55136 0.46 -0.80 -0.07
O -1.01567 -2.49082 1.37938 -1.97 0.17 0.45
H -1.29594 -2.97296 -1.91735 -1.80 0.57 0.52
H 1.55005 3.18965 -1.57587 -0.58 -1.22 0.51
O 1.90986 0.69466 -3.25788 3.85 -0.26 -1.81
H 1.05647 0.44718 -3.04330 -2.27 -0.73 1.16
H 2.08450 1.56997 -2.94729 -0.21 0.72 0.22
O -2.93181 1.10475 3.28222 -2.76 -1.46 0.75
H -2.94675 3.67253 -1.28531 0.57 0.08 -0.63
H 1.11831 0.30023 0.92847 1.82 -0.69 -0.02
O -3.38340 -1.09776 0.92741 -0.80 -0.90 0.52
H -1.07214 -3.36265 0.94110 -0.20 0.85 0.28
H -3.34216 -0.42114 1.59307 0.01 0.65 0.66
O 1.62167 3.27449 1.65500 0.47 1.75 -0.14
H 1.64729 4.11587 1.11465 -0.27 -1.82 0.61
H -0.25220 2.32531 3.74831 -0.13 0.06 1.92
O 3.66866 -2.64150 0.43217 0.48 -3.63 0.11
H 2.89678 -3.12724 0.03050 1.16 0.05 0.64
H 3.43104 -1.80929 0.13943 -0.22 3.13 -0.91